DFT (ωB97M-V/def2-TZVPD) results for C9H8BrNS in the gas phase at a distorted geometry.

Atoms and positions in Å:
C -1.2877 -0.3298 1.6278
C -2.1904 0.4838 1.0443
C -2.7254 0.4730 -0.3088
C -2.1460 0.3909 -1.4943
N -0.8160 0.1473 -1.4206
C 0.0134 0.7876 -0.7261
Br -0.2210 2.6015 -0.0389
C 1.2079 0.1728 -0.4272
C 1.6760 -1.0787 -0.7865
C 2.9482 -1.3233 -0.2428
C 3.3782 -0.2685 0.5337
S 2.3659 1.0508 0.5466
H -1.1575 -0.2838 2.6969
H -0.8089 -1.0985 1.0490
H -2.5059 1.3574 1.6119
H -3.9196 0.4219 -0.2145
H -2.7181 0.4940 -2.4275
H 1.2015 -1.5706 -1.6508
H 3.4831 -2.1320 -0.4319
H 4.2225 -0.2956 1.0596

Forces on the atoms, in the same order (eV/Å):
-1.49 0.40 -0.61
1.43 -0.23 0.86
-4.69 -0.32 0.90
-1.07 0.58 0.29
1.33 0.44 -0.81
-2.20 0.43 -1.73
-0.15 -0.03 -0.36
3.34 -0.13 1.40
-0.23 1.06 -1.14
-2.38 3.67 0.87
-2.13 -1.21 -2.05
-0.87 -0.51 -0.04
0.47 0.17 0.03
0.06 -0.44 0.11
-0.47 -0.31 0.23
2.59 0.54 -0.69
0.65 -0.48 0.35
0.12 -0.27 1.00
2.34 -3.55 -0.62
3.35 0.19 1.99

Computed properties:
* structure (SMILES): C=C/C=C\N=C(/Br)c1cccs1
* total charge: 0
* ΔE to the lowest compared entry with this formula, charge and spin: 37.95 kcal per mole
* orbital gap: 8.095 eV
* maximum force: 0.0931 hartree/bohr
* LUMO level: -0.20 eV
* 2S+1: 1

Here are the Mulliken charges for atoms 1 to 2, given in e: -0.5280, -0.5452